ORCA calculation (the ωB97M-V functional and the def2-TZVPD basis) on C18H19FeIN2Se as an isolated structure in a non-equilibrium geometry.

## Properties
Spin multiplicity: 5
Net charge: 0
⟨S²⟩: 6.019
Electronic energy, Ha: -4769.6966
ΔE to the lowest compared entry with this formula, charge and spin, kcal per mole: 0.0

Geometry (Å):
C 1.788 -4.110 3.151
C 0.504 -4.160 3.985
H 1.804 -4.908 2.401
H 2.675 -4.229 3.783
H 1.881 -3.155 2.623
H -0.369 -3.875 3.387
H 0.324 -5.167 4.377
H 0.558 -3.476 4.839
C 0.717 -0.373 -3.115
C 0.687 -0.243 -4.499
C -0.500 0.157 -5.111
C -1.612 0.411 -4.318
H 1.609 -0.680 -2.573
H 1.580 -0.452 -5.078
H -0.560 0.269 -6.189
H -2.545 0.722 -4.775
N -0.355 -0.128 -2.345
C -1.517 0.261 -2.930
C -2.639 0.507 -2.009
N -2.379 0.313 -0.682
C -3.368 0.523 0.207
C -4.919 1.128 -1.515
C -4.642 0.928 -0.163
H -3.105 0.354 1.246
H -5.398 1.080 0.600
C -3.905 0.914 -2.439
H -4.094 1.063 -3.496
H -5.904 1.445 -1.843
Fe -0.457 -0.287 -0.213
I 1.977 -1.030 0.220
Se -0.048 2.177 0.108
C 1.573 2.161 1.135
C 2.815 2.369 0.522
C 3.981 2.381 1.296
C 3.906 2.193 2.680
C 2.665 1.992 3.292
C 1.500 1.977 2.521
H 2.876 2.520 -0.548
H 4.942 2.540 0.824
H 4.807 2.207 3.279
H 2.605 1.852 4.364
H 0.541 1.828 3.001



ORCA calculation (the ωB97M-V functional and the def2-TZVPD basis) on C11H11Cl30O7SV as an isolated structure in a non-equilibrium geometry.

## Properties
Spin multiplicity: 3
Net charge: 0
⟨S²⟩: 2.012
Electronic energy, Ha: -16100.4300

Geometry (Å):
V -1.081 -0.378 0.385
S 0.560 -0.928 -1.541
O 0.711 -2.205 -2.049
O 1.263 0.170 -2.134
O -1.007 -0.539 -1.518
O 0.768 -0.896 -0.034
O -2.762 2.911 0.751
C -2.226 1.670 0.726
O -0.971 1.495 0.736
O -2.890 0.563 0.685
H -3.689 2.883 1.005
C 1.958 -4.089 0.144
Cl 0.163 -4.274 0.427
Cl 2.673 -5.560 -0.495
Cl 2.736 -3.652 1.631
H 1.997 -3.283 -0.606
C -1.575 2.357 5.756
Cl -2.012 1.494 4.206
Cl -0.034 3.221 5.668
Cl -1.646 1.309 7.149
H -2.393 3.096 5.978
C -0.230 -1.992 3.593
Cl 1.002 -0.760 3.502
Cl -1.612 -1.727 2.360
Cl -0.897 -2.089 5.144
H 0.146 -2.963 3.293
C 2.422 -2.847 -4.974
Cl 3.663 -2.664 -6.265
Cl 2.868 -4.313 -4.076
Cl 0.786 -2.590 -5.506
H 2.528 -2.070 -4.276
C 4.232 0.953 -2.211
Cl 5.281 2.358 -2.066
Cl 4.739 -0.374 -1.063
Cl 4.246 0.281 -3.818
H 3.304 1.225 -1.897
C -0.774 5.671 1.669
Cl 0.479 6.200 2.814
Cl -1.067 7.010 0.528
Cl -2.266 5.286 2.726
H -0.608 4.722 1.143
C -0.040 3.353 -3.234
Cl -1.223 3.586 -1.965
Cl 1.308 4.516 -2.973
Cl -0.662 3.487 -4.840
H 0.481 2.416 -3.132
C -3.596 -1.248 -4.534
Cl -2.787 -2.784 -4.086
Cl -2.338 0.021 -4.444
Cl -4.975 -1.040 -3.448
H -3.996 -1.410 -5.540
C -2.890 -6.394 2.597
Cl -3.782 -6.741 1.118
Cl -3.149 -4.725 3.136
Cl -1.137 -6.667 2.615
H -3.264 -7.036 3.373
C 2.697 3.295 1.644
Cl 3.753 1.907 1.385
Cl 1.327 2.893 2.636
Cl 2.172 3.845 0.086
H 3.319 4.041 2.115



ORCA calculation (the ωB97M-V functional and the def2-TZVPD basis) on C3H10N3O as an isolated structure in a non-equilibrium geometry.

## Properties
Net charge: -1
Electronic energy, Ha: -359.6408
ΔE to the lowest compared entry with this formula, charge and spin, kcal per mole: 126.6

Geometry (Å):
C -1.936 1.350 -0.564
C -0.269 -1.474 -0.420
C 2.030 -0.919 -0.194
N -1.071 1.024 0.453
N 0.693 -0.725 0.263
N 0.366 1.046 0.094
O 1.118 1.666 0.936
H -2.457 0.388 -0.954
H -2.811 1.947 -0.281
H -1.544 1.778 -1.476
H -1.146 -0.885 -0.004
H -0.226 -1.316 -1.578
H -0.218 -2.588 -0.250
H 2.694 -0.061 -0.024
H 2.601 -1.676 0.373
H 2.156 -1.359 -1.254
H -1.194 1.601 1.252



ORCA calculation (the ωB97M-V functional and the def2-TZVPD basis) on an isolated ion of composition C4H8NO2 and charge -1 in a non-equilibrium geometry.

## Properties
Net charge: -1
Electronic energy, Ha: -362.4119
ΔE to the lowest compared entry with this formula, charge and spin, kcal per mole: 70.5

Geometry (Å):
C 0.462 0.496 1.927
O -0.729 1.092 2.034
C 0.609 -0.322 0.485
C -0.294 0.406 -0.505
C -0.161 -0.133 -1.897
O -0.398 0.504 -2.903
N 0.259 -1.737 0.619
H 1.292 1.224 2.001
H 0.547 -0.393 2.605
H 1.647 -0.281 0.135
H -1.337 0.438 -0.187
H 0.022 1.451 -0.503
H 0.195 -1.174 -2.043
H 0.973 -2.363 0.279
H -0.685 -2.030 0.460



ORCA calculation (the ωB97M-V functional and the def2-TZVPD basis) on a 2-piece molecular cluster, C10H22NP overall in a non-equilibrium geometry.

## Properties
Net charge: 0
Electronic energy, Ha: -790.1621
ΔE to the lowest compared entry with this formula, charge and spin, kcal per mole: 41.5

Geometry (Å):
C 0.003 0.482 1.311
C -0.273 -0.817 1.293
C -0.987 1.929 -0.314
C 1.267 1.056 -0.801
C 0.979 2.705 0.995
C 1.147 -2.354 -0.193
C -1.098 -1.706 -0.969
C -0.924 -3.226 0.984
C 0.353 1.528 0.285
C -0.254 -1.988 0.290
N -4.434 0.737 0.342
P -4.304 1.392 -1.178
H -0.258 0.858 2.263
H -0.636 -1.227 2.282
H -0.908 2.791 -0.892
H -1.751 2.176 0.515
H -1.454 1.100 -0.738
H 0.814 0.221 -1.430
H 1.409 1.909 -1.516
H 2.116 0.833 -0.195
H 1.125 2.473 2.050
H 0.458 3.609 0.856
H 2.039 2.885 0.568
H 1.286 -3.302 -0.840
H 1.846 -2.513 0.556
H 1.573 -1.501 -0.896
H -0.931 -0.608 -1.236
H -0.992 -2.366 -1.905
H -2.213 -1.742 -0.838
H -1.920 -3.183 1.068
H -0.624 -3.344 1.936
H -0.660 -4.128 0.482
H -5.178 1.161 0.889
H -3.567 0.497 0.731



ORCA calculation (the ωB97M-V functional and the def2-TZVPD basis) on C8H12Cl2LaN2O4Tl as an isolated structure in a non-equilibrium geometry.

## Properties
Net charge: +4
Electronic energy, Ha: -1845.2424
ΔE to the lowest compared entry with this formula, charge and spin, kcal per mole: 50.0

Geometry (Å):
Tl -2.042 -1.145 -5.352
La -0.406 -1.070 -0.822
Cl -4.116 -2.723 -5.032
Cl -0.824 0.235 -3.018
C 1.728 -0.673 -1.486
C -4.478 -2.746 -7.725
C -2.171 -1.431 -8.849
O 2.724 -0.216 -1.889
O -5.077 -3.220 -8.589
O -2.334 -1.633 -9.963
C 0.061 2.805 1.301
N 0.620 1.871 2.274
C 1.201 2.471 3.478
C 0.538 0.569 1.999
O 0.029 0.260 0.821
N 0.907 -0.470 2.779
C 1.678 -0.409 4.025
C 0.677 -1.810 2.206
H 0.289 3.828 1.617
H -1.031 2.688 1.249
H 0.491 2.627 0.308
H 0.632 2.193 4.379
H 2.275 2.237 3.561
H 1.117 3.558 3.376
H 1.308 -1.204 4.674
H 2.744 -0.597 3.850
H 1.579 0.512 4.597
H -0.395 -2.017 2.084
H 1.208 -1.951 1.239
H 1.066 -2.542 2.906



ORCA calculation (the ωB97M-V functional and the def2-TZVPD basis) on one molecule with the formula C5H12N2O in a non-equilibrium geometry.

## Properties
Net charge: 0
Electronic energy, Ha: -382.4452
ΔE to the lowest compared entry with this formula, charge and spin, kcal per mole: 36.0

Geometry (Å):
C 1.344 0.395 0.458
C -0.799 -0.813 0.309
C -0.712 1.587 0.919
C -2.158 -0.867 -0.370
N -0.094 0.543 0.096
C 2.023 -0.321 -0.698
O 1.377 -0.190 -1.865
N 3.123 -0.976 -0.625
H 0.538 0.412 -1.640
H 3.303 -1.332 -1.572
H 1.832 1.375 0.529
H 1.484 -0.154 1.395
H -0.900 -0.973 1.389
H -0.200 -1.634 -0.098
H -0.724 1.318 1.981
H -1.740 1.781 0.597
H -0.171 2.536 0.821
H -2.062 -0.726 -1.450
H -2.847 -0.113 0.021
H -2.615 -1.849 -0.199



ORCA calculation (the ωB97M-V functional and the def2-TZVPD basis) on a 2-piece molecular cluster, C5H12Br2Si overall in a non-equilibrium geometry.

## Properties
Net charge: 0
Electronic energy, Ha: -5635.1556
ΔE to the lowest compared entry with this formula, charge and spin, kcal per mole: 66.5

Geometry (Å):
C 0.567 0.472 1.724
C 2.091 0.298 -0.295
C -0.148 1.537 -0.337
C -1.460 -1.565 -1.617
C 0.588 0.377 0.212
Si -0.381 -1.269 -0.056
Br -4.901 -0.231 1.454
Br 0.747 -2.880 0.943
H 0.927 1.459 1.903
H -0.452 0.262 2.124
H 1.194 -0.337 2.362
H 2.030 0.335 -1.375
H 2.636 -0.576 0.042
H 2.502 1.287 0.029
H 0.257 2.479 0.093
H 0.081 1.717 -1.454
H -1.195 1.551 -0.106
H -2.270 -2.387 -1.373
H -1.902 -0.663 -1.855
H -0.911 -1.864 -2.418



ORCA calculation (the ωB97M-V functional and the def2-TZVPD basis) on a 2-piece molecular cluster, C11H17N3 overall in a non-equilibrium geometry.

## Properties
Net charge: 0
Electronic energy, Ha: -593.4675
ΔE to the lowest compared entry with this formula, charge and spin, kcal per mole: 98.5

Geometry (Å):
C 2.034 0.432 -0.457
C -2.108 2.666 -1.130
C -1.156 1.576 -1.381
C -2.270 2.727 0.235
C -0.933 0.986 -0.158
C 1.799 1.037 1.993
C 2.111 -1.420 1.175
C -0.344 -1.246 -2.122
C -0.789 -2.647 -0.315
C -0.380 -0.310 0.142
C 1.728 0.004 0.869
N 2.177 0.973 -1.436
N -1.595 1.708 0.802
N -0.247 -1.364 -0.689
H -2.488 3.413 -1.721
H -0.635 1.428 -2.325
H -2.874 3.335 0.878
H 1.140 0.612 2.761
H 2.817 1.248 2.521
H 1.387 2.009 1.619
H 1.614 -1.611 2.098
H 3.098 -1.494 1.430
H 1.997 -2.017 0.344
H -1.363 -1.094 -2.574
H 0.243 -0.404 -2.352
H 0.167 -2.063 -2.579
H -1.891 -2.664 -0.387
H -0.402 -3.448 -0.918
H -0.537 -2.920 0.905
H -0.630 -0.751 1.044
H -1.672 1.300 1.727



ORCA calculation (the ωB97M-V functional and the def2-TZVPD basis) on a 2-piece molecular cluster, C4H13N3O overall in a non-equilibrium geometry.

## Properties
Net charge: +2
Electronic energy, Ha: -398.9616
ΔE to the lowest compared entry with this formula, charge and spin, kcal per mole: 76.4

Geometry (Å):
C -0.822 -0.335 0.274
C 0.147 -0.463 1.292
C -2.967 0.718 -0.448
C 2.772 -0.124 -0.751
N -0.892 -1.138 -0.731
N -1.763 0.610 0.399
N 2.056 0.883 -0.098
O 0.844 -1.596 1.279
H -2.894 1.718 -0.999
H -3.180 -0.107 -1.088
H -3.896 0.932 0.333
H 2.097 -0.614 -1.550
H 3.438 0.508 -1.455
H 3.130 -0.791 0.010
H -0.301 -1.918 -0.593
H -1.785 -1.264 -1.084
H 2.497 1.365 0.715
H -1.491 1.396 0.932
H 1.632 1.601 -0.639
H 0.240 0.286 2.075
H 1.141 -1.666 2.127



ORCA calculation (the ωB97M-V functional and the def2-TZVPD basis) on C24H38AsIrN2O7PSSe2 as an isolated structure in a non-equilibrium geometry.

## Properties
Spin multiplicity: 2
Net charge: +2
⟨S²⟩: 0.766
Electronic energy, Ha: -9455.4689
ΔE to the lowest compared entry with this formula, charge and spin, kcal per mole: 65.2

Geometry (Å):
Ir 0.816 0.613 0.424
C -2.929 2.900 3.368
N -2.628 2.123 2.158
C -3.541 2.216 1.007
C -1.549 1.393 2.058
O -1.293 0.736 1.000
C -0.565 1.369 3.205
O 0.484 0.450 2.932
C 0.363 -0.879 3.360
C 0.310 -1.802 2.167
O 0.236 -1.353 0.993
N 0.353 -3.095 2.394
C 0.328 -4.053 1.275
C 0.361 -3.669 3.744
H -3.877 3.406 3.231
H -2.156 3.648 3.545
H -3.016 2.258 4.243
H -4.313 1.449 1.065
H -2.981 2.083 0.086
H -4.012 3.195 1.008
H -1.030 1.174 4.171
H -0.103 2.352 3.214
H -0.510 -1.024 3.999
H 1.255 -1.124 3.938
H 0.182 -3.519 0.344
H -0.489 -4.758 1.414
H 1.275 -4.592 1.240
H 1.109 -3.201 4.382
H 0.601 -4.724 3.660
H -0.617 -3.575 4.219
Se 0.583 -0.023 -1.914
P -1.430 -1.055 -2.261
Se -2.576 -1.811 -0.638
C -2.473 0.103 -3.170
C -3.636 -0.365 -3.785
C -4.467 0.523 -4.446
C -4.167 1.879 -4.466
C -3.037 2.352 -3.817
C -2.183 1.466 -3.171
C -0.894 -2.467 -3.257
C 0.199 -3.202 -2.787
C 0.687 -4.264 -3.528
C 0.082 -4.607 -4.731
C -1.015 -3.893 -5.187
C -1.509 -2.822 -4.455
H -3.902 -1.412 -3.737
H -5.357 0.157 -4.940
H -4.820 2.571 -4.983
H -2.818 3.412 -3.811
H -1.304 1.838 -2.663
H 0.671 -2.925 -1.853
H 1.547 -4.820 -3.178
H 0.473 -5.428 -5.317
H -1.485 -4.162 -6.124
H -2.353 -2.267 -4.834
C 5.139 -0.899 1.731
As 4.012 0.556 1.230
C 4.894 1.346 -0.268
C 3.837 1.683 2.767
O 2.548 -0.275 0.806
H 6.049 -0.515 2.192
H 5.392 -1.474 0.843
H 4.615 -1.546 2.432
H 5.934 1.531 -0.002
H 4.405 2.270 -0.550
H 4.838 0.628 -1.084
H 4.352 1.212 3.602
H 2.780 1.812 2.989
H 4.282 2.654 2.559
C 1.482 4.826 -0.421
S 1.033 3.351 0.406
O 0.588 3.643 1.742
O 0.008 2.652 -0.410
O 2.226 2.435 0.384
H 0.574 5.328 -0.750
H 2.104 4.557 -1.272
H 2.033 5.447 0.285



ORCA calculation (the ωB97M-V functional and the def2-TZVPD basis) on a 3-piece molecular cluster, C6H18O2 overall in a non-equilibrium geometry.

## Properties
Net charge: 0
Electronic energy, Ha: -389.8440
ΔE to the lowest compared entry with this formula, charge and spin, kcal per mole: 17.4

Geometry (Å):
C -0.161 -3.033 1.106
C 0.661 -1.724 0.945
C -0.063 -0.476 1.545
C 0.221 -0.346 3.050
C 0.397 0.878 0.860
C -0.613 1.458 -0.107
H -1.225 -2.780 1.170
H 0.051 -3.561 0.139
H 0.137 -3.590 1.964
H 0.707 -1.458 -0.152
H 1.687 -1.992 1.217
H -1.145 -0.717 1.367
H -0.326 -1.168 3.494
H -0.079 0.616 3.455
H 1.327 -0.399 3.154
H 0.708 1.558 1.663
H 1.289 0.580 0.321
H -0.604 0.870 -1.046
H -1.584 1.435 0.392
H -0.172 2.436 -0.368
H -3.591 0.755 -3.828
H -2.352 1.494 -3.286
O -2.696 1.039 -4.060
H 1.996 3.058 -4.826
H 2.606 2.146 -3.818
O 2.823 2.921 -4.349



ORCA calculation (the ωB97M-V functional and the def2-TZVPD basis) on a 2-piece molecular cluster, C3H9N3O2 overall in a non-equilibrium geometry.

## Properties
Net charge: 0
Electronic energy, Ha: -434.4585
ΔE to the lowest compared entry with this formula, charge and spin, kcal per mole: 42.4

Geometry (Å):
N 0.781 0.531 -1.953
C -0.571 0.892 -2.063
O -1.335 0.458 -1.081
O -0.913 1.582 -3.028
H 0.890 -0.424 -2.032
H 1.232 0.979 -2.698
C 0.921 -1.845 0.979
N 0.117 -0.616 0.746
C -0.331 0.257 1.617
N -1.181 1.266 1.386
H 1.873 -1.761 0.437
H 0.348 -2.748 0.744
H 1.117 -1.830 2.053
H -0.318 -0.293 -0.254
H 0.159 0.194 2.603
H -1.534 1.404 0.440
H -1.255 1.955 2.105



ORCA calculation (the ωB97M-V functional and the def2-TZVPD basis) on one molecule with the formula C12H15N3OS2 in a non-equilibrium geometry.

## Properties
Net charge: 0
Electronic energy, Ha: -1502.1530
ΔE to the lowest compared entry with this formula, charge and spin, kcal per mole: 3.5

Geometry (Å):
C -5.176 -0.532 0.206
H -5.471 -1.577 0.270
H -5.588 -0.116 -0.712
H -5.609 -0.002 1.050
C -3.656 -0.410 0.211
C -3.050 -1.178 -0.961
H -3.373 -2.215 -0.938
H -1.963 -1.164 -0.916
H -3.364 -0.741 -1.907
H -3.265 -0.826 1.145
C -3.257 1.078 0.158
C -1.791 1.239 0.273
N -1.121 1.065 1.350
N 0.189 1.209 1.225
C 0.570 1.491 0.029
N 1.860 1.647 -0.386
C 2.999 1.036 0.104
O 4.074 1.343 -0.345
C 2.782 -0.029 1.155
C 1.836 -1.087 0.685
C 0.847 -1.701 1.386
C 0.125 -2.644 0.619
C 0.575 -2.733 -0.657
S 1.898 -1.672 -0.950
H 0.217 -3.355 -1.453
H -0.696 -3.221 1.004
H 0.627 -1.474 2.413
H 2.373 0.431 2.057
H 3.762 -0.458 1.383
H 2.015 2.233 -1.198
S -0.771 1.632 -1.112
H -3.729 1.599 0.994
H -3.605 1.518 -0.777



ORCA calculation (the ωB97M-V functional and the def2-TZVPD basis) on an isolated ion of composition H3N4 and charge +1 in a non-equilibrium geometry.

## Properties
Net charge: +1
Electronic energy, Ha: -220.3997
ΔE to the lowest compared entry with this formula, charge and spin, kcal per mole: 69.7

Geometry (Å):
N 0.681 -2.021 -0.956
N 0.497 -1.000 -0.652
N -0.619 0.573 0.626
N 0.260 0.185 -0.317
H -0.246 1.340 1.215
H -1.188 -0.102 1.031
H 0.617 1.024 -0.946



ORCA calculation (the ωB97M-V functional and the def2-TZVPD basis) on a 3-piece molecular cluster, C3H11O3 overall in a non-equilibrium geometry.

## Properties
Net charge: -1
Electronic energy, Ha: -346.6421
ΔE to the lowest compared entry with this formula, charge and spin, kcal per mole: 6.5

Geometry (Å):
C 0.400 -0.618 0.010
O 1.332 0.342 -0.245
C -1.006 -0.076 0.318
C -2.108 -1.133 0.422
H 0.240 -1.384 -0.783
H 0.656 -1.297 0.855
H -0.956 0.677 1.115
H -1.351 0.538 -0.517
H -2.989 -0.658 0.858
H -2.358 -1.597 -0.534
H -1.813 -2.015 1.010
H 0.296 2.147 -2.474
H 0.731 0.900 -1.663
O 0.193 1.185 -2.448
H 2.561 0.774 0.650
H 2.896 1.281 2.104
O 3.277 0.932 1.321